Below is 6 unconnected molecules or ions with the total composition C13H26Cl10N2O2, with properties calculated with the ωB97M-V functional and the def2-TZVPD basis.

Results
- ⟨S²⟩: 0.752
- LUMO energy (alpha / beta): 2.36 / 2.35 eV
- Energy above the lowest of the compared OMol25 structures with the same formula, charge and spin: 40.9 kJ/mol
- Net charge: -1
- Multiplicity: 2

Last column: Löwdin spin population.
Positions of all 53 atoms, in Å:
1 Cl 5.407908 -1.338981 1.516258  0.0037
2 C 5.577828 -2.460121 0.216708  0.0034
3 C 7.035588 -2.224001 -0.407192  0.0005
4 Cl 7.183458 -3.028711 -1.955622  0.0002
5 H 4.806768 -2.285231 -0.533602  0.0036
6 H 5.470288 -3.505481 0.506128  0.0006
7 H 7.953518 -2.376561 0.160458  0.0001
8 H 6.955868 -1.204141 -0.783532  0.0000
9 Cl -3.887762 -2.363171 0.038178  0.0056
10 C -2.475472 -1.790171 0.906338  0.0059
11 C -2.231552 -2.468071 2.224618  0.0008
12 Cl -3.497702 -2.117371 3.397398  0.0007
13 H -2.573832 -0.710941 1.023328  0.0006
14 H -1.683862 -1.910021 0.166698  0.0058
15 H -1.306212 -2.107841 2.674148  0.0001
16 H -2.082002 -3.547741 2.218238  0.0000
17 Cl -2.372202 -2.857641 -4.911162  0.0002
18 C -3.496882 -2.024201 -3.755932  0.0071
19 C -3.292522 -0.540231 -4.007322  0.0062
20 Cl -4.618672 0.479699 -3.280462  0.0013
21 H -3.239062 -2.333311 -2.742972  0.0052
22 H -4.515112 -2.339591 -3.983622  0.0004
23 H -3.477692 -0.341221 -5.062882  0.0003
24 H -2.336752 -0.119151 -3.695392  0.0041
25 C 3.373608 2.478599 3.180548  0.0000
26 O 3.665088 2.203679 4.364448  0.0000
27 N 2.374758 1.789679 2.603288  0.0002
28 C 1.685188 2.341029 1.377848  0.0020
29 C 1.726178 0.595429 3.148078  0.0004
30 H 3.719688 3.325859 2.568508  0.0000
31 H 1.760088 1.581749 0.599388  0.0012
32 H 2.273288 3.121369 0.894818  0.0011
33 H 0.638328 2.595139 1.544018  0.0000
34 H 2.274628 0.255709 4.026658  0.0000
35 H 0.664808 0.750939 3.341458  0.0000
36 H 1.809948 -0.145841 2.353348  0.0010
37 C -2.362402 3.395869 0.970198  0.0003
38 O -1.268402 3.932519 0.827448  0.0008
39 N -2.870452 2.422749 0.185958  0.0002
40 C -4.262952 2.036139 0.343438  0.0002
41 C -1.996602 1.744309 -0.809282  0.0077
42 H -3.011042 3.798439 1.763548  0.0000
43 H -4.642612 2.525939 1.240128  0.0000
44 H -4.462832 0.982839 0.540188  0.0001
45 H -4.821222 2.401049 -0.518702  0.0000
46 H -2.335442 2.180899 -1.748792  0.0000
47 H -0.937762 1.950919 -0.653532  0.0013
48 H -2.328692 0.715959 -0.951812  0.0071
49 C 1.279968 -0.707921 -2.232012  0.1912
50 Cl -0.484732 -0.897711 -1.940042  0.2432
51 Cl 1.602898 -1.442011 -3.765392  0.1319
52 Cl 1.579868 1.043889 -2.302922  0.1985
53 Cl 2.052908 -1.463021 -0.879642  0.1552

Atomic forces in eV per Å
-0.326 0.503 1.040
2.107 -1.111 -1.410
-2.166 1.268 -0.441
0.177 -1.197 -0.787
0.247 0.291 -0.071
0.011 0.152 0.482
-0.596 -0.154 0.392
0.481 0.287 0.785
-0.915 -0.312 -0.125
0.711 0.410 -0.432
0.948 -0.246 0.193
-0.557 0.103 0.412
-0.143 -0.058 0.255
0.420 -0.208 0.444
0.011 0.375 -0.213
-0.430 0.011 -0.534
-0.347 0.025 0.383
0.418 0.199 0.000
-0.831 0.452 -0.644
0.221 -0.331 0.359
0.124 0.104 -0.158
0.139 0.087 -0.100
0.447 -0.152 0.010
-0.130 -0.357 0.123
-1.677 -1.329 2.869
1.024 0.956 -1.740
-1.312 1.150 -2.125
1.389 -1.383 0.015
0.975 0.273 -0.455
0.354 -0.159 0.251
-0.474 -0.392 0.029
-0.185 0.521 0.643
0.243 0.262 0.162
-0.228 0.137 -0.023
0.036 0.226 0.223
-0.124 -0.314 0.079
0.655 0.823 -0.439
-0.150 -0.579 0.029
0.685 -0.727 1.040
0.104 0.508 0.256
-1.895 1.087 -0.518
-0.454 -0.421 -0.079
-0.058 0.285 -0.088
0.432 -0.234 -0.484
-0.259 -0.306 -0.028
0.602 0.182 -0.485
-0.299 -0.349 0.179
0.541 -0.196 0.672
-0.013 0.468 -0.463
-3.822 -0.628 0.565
1.047 -1.086 -1.939
0.930 2.313 -0.081
1.914 -1.228 1.971